[1]
Below is C24H30N2O3 in the gas phase, with properties calculated with ωB97M-V with the def2-TZVPD basis set.

Output
**Net charge**: 0
**Spin multiplicity**: 1
**HOMO**: -8.53 eV
**E_LUMO**: 0.7 eV
**ΔE to the lowest compared entry with this formula, charge and spin**: 255.9 kJ/mol
**Gap between HOMO and LUMO**: 9.236 eV
**SMILES**: O=C(N[C@H]1CCOC1)c1ccc(OC2CCN(CCc3ccccc3)CC2)cc1

Geometry (Å):
O1 -3.72273 -1.91614 1.36672
C1 -3.97164 -0.88919 0.76253
N1 -5.19037 -0.64836 0.21518
C2 -6.26347 -1.60961 0.25686
C3 -7.55346 -0.99039 0.83038
C4 -8.46523 -0.83144 -0.40284
O2 -7.65135 -1.04065 -1.53837
C5 -6.70032 -2.00969 -1.16375
C6 -2.96704 0.18964 0.56616
C7 -3.29584 1.53223 0.38412
C8 -2.30622 2.47267 0.21475
C9 -0.95161 2.11473 0.21394
O3 -0.11186 3.16045 0.02175
C10 1.30206 3.05941 -0.09420
C11 2.01861 2.62346 1.18633
C12 3.53375 2.72292 0.94960
N2 3.99490 1.93810 -0.17504
C13 4.05458 0.50578 0.05264
C14 5.20163 -0.12539 -0.75390
C15 5.35704 -1.57120 -0.38333
C16 4.59731 -2.54806 -1.01476
C17 4.70852 -3.87731 -0.64752
C18 5.58240 -4.24801 0.36002
C19 6.34243 -3.28233 0.99755
C20 6.22747 -1.95373 0.62933
C21 3.30867 2.32910 -1.38893
C22 1.77655 2.23496 -1.29303
C23 -0.62391 0.77638 0.41634
C24 -1.62274 -0.16116 0.59607
H1 -5.32858 0.15327 -0.37922
H2 -5.89532 -2.45645 0.83892
H3 -8.00802 -1.63820 1.57613
H4 -7.33466 -0.03033 1.29497
H5 -8.90660 0.16162 -0.49374
H6 -9.27133 -1.57858 -0.38120
H7 -5.88498 -1.98676 -1.88639
H8 -7.15309 -3.01159 -1.15215
H9 -4.32583 1.85802 0.40317
H10 -2.54967 3.51507 0.07992
H11 1.58020 4.10713 -0.28318
H12 1.72206 3.27464 2.00999
H13 1.76204 1.60021 1.45813
H14 3.79642 3.76694 0.74767
H15 4.07380 2.40610 1.84410
H16 4.25199 0.33522 1.11369
H17 3.11748 -0.01455 -0.19752
H18 4.99312 -0.03524 -1.82088
H19 6.11566 0.42771 -0.53570
H20 3.91639 -2.26483 -1.80544
H21 4.11285 -4.62600 -1.14937
H22 5.67184 -5.28555 0.64618
H23 7.02737 -3.56545 1.78367
H24 6.82348 -1.20280 1.12860
H25 3.58975 3.36547 -1.60316
H26 3.66504 1.70761 -2.21135
H27 1.32307 2.62414 -2.20609
H28 1.47695 1.19235 -1.19306
H29 0.39902 0.44088 0.44594
H30 -1.36859 -1.19724 0.76278



[2]
Below is C5H12N4O as an isolated structure at a distorted geometry, with properties calculated with ωB97M-V with the def2-TZVPD basis set.

Output
**Net charge**: 0
**Spin multiplicity**: 1
**HOMO**: -8.06 eV
**E_LUMO**: -0.2 eV
**ΔE to the lowest compared entry with this formula, charge and spin**: 330.6 kJ/mol
**Gap between HOMO and LUMO**: 7.904 eV

Geometry (Å):
C1 -0.49613 0.78267 -0.74383
C2 -0.41236 2.14830 -0.22421
C3 -1.71190 -0.00299 -0.28933
C4 0.81346 0.63683 0.28938
C5 0.53072 -1.58719 0.98323
N1 -0.22270 0.61125 -2.13995
N2 -0.00681 -2.23277 2.08046
O1 1.94862 0.94263 -0.49030
N3 0.86718 -0.26721 1.25535
N4 0.70603 -2.25144 -0.10657
H1 2.70949 0.66859 0.04055
H2 -0.21314 -0.37653 -2.36642
H3 0.67858 0.99938 -2.39421
H4 0.06758 -3.23633 2.05781
H5 0.19780 -1.80116 2.96837
H6 1.11149 -1.67058 -0.83273
H7 0.49792 1.82522 0.84251
H8 -1.26054 2.53879 0.32496
H9 0.23505 2.85782 -0.72672
H10 -1.84764 0.07003 0.78784
H11 -1.59687 -1.05670 -0.53229
H12 -2.59583 0.40138 -0.78393



[3]
Below is a 2-piece molecular cluster, C2H3IOS overall at a distorted geometry, with properties calculated with ωB97M-V with the def2-TZVPD basis set.

Output
**Net charge**: 0
**Spin multiplicity**: 1
**HOMO**: -8.76 eV
**E_LUMO**: -0.6 eV
**ΔE to the lowest compared entry with this formula, charge and spin**: 66.9 kJ/mol
**Gap between HOMO and LUMO**: 8.186 eV

Geometry (Å):
C1 -2.72145 3.04998 -2.44028
C2 1.52178 0.95807 -0.66294
O1 -2.83327 2.19735 -3.19357
S1 0.15526 1.18346 -1.88684
I1 0.15866 3.56562 -1.92417
H1 1.10536 1.35541 0.32625
H2 2.33269 1.51360 -0.84874
H3 1.64780 -0.16482 -0.76465



[4]
Below is a 2-piece molecular cluster, C5H12N2O overall at a distorted geometry, with properties calculated with ωB97M-V with the def2-TZVPD basis set.

Output
**Net charge**: +1
**Spin multiplicity**: 2
**HOMO (alpha / beta)**: -13.79 / -13.26 eV
**E_LUMO (alpha / beta)**: -3.4 / -8.5 eV
**ΔE to the lowest compared entry with this formula, charge and spin**: 288.6 kJ/mol
**Gap between HOMO and LUMO (alpha / beta)**: 10.401 / 4.795 eV

Geometry (Å):
C1 -0.04536 0.18351 1.96012
C2 -1.41539 0.17105 1.08621
C3 -1.11713 -0.44986 -0.26816
C4 -0.92795 0.44372 -1.22022
N1 -0.65760 0.17622 -2.57991
C5 0.33650 -0.57057 -2.92285
N2 0.63053 -1.09076 2.03412
H1 -0.23947 0.53373 2.95486
H2 0.68579 0.93858 1.42510
H3 -2.18085 -0.38679 1.61222
H4 -1.69496 1.23564 0.91648
H5 -1.22279 -1.50009 -0.47520
H6 -0.95709 1.57658 -1.09506
H7 1.10147 -1.05265 -2.35724
H8 0.42480 -0.72237 -4.07557
H9 0.10306 -1.91161 2.37887
H10 1.29723 -1.36197 1.21235
H11 2.08097 1.81930 0.37158
H12 1.51143 0.82993 -0.70821
O1 2.28682 1.13840 -0.24947



[5]
Below is C4H5ClN2O in the gas phase at a distorted geometry, with properties calculated with ωB97M-V with the def2-TZVPD basis set.

Output
**Net charge**: 0
**Spin multiplicity**: 1
**HOMO**: -8.75 eV
**E_LUMO**: -0.1 eV
**ΔE to the lowest compared entry with this formula, charge and spin**: 458.3 kJ/mol
**Gap between HOMO and LUMO**: 8.698 eV
**SMILES**: CC1=C(Cl)N=NOC1

Geometry (Å):
C1 -0.10866 1.00956 0.17664
C2 0.91169 -0.04281 0.01021
C3 2.36040 0.20951 0.01594
Cl1 3.18469 1.67388 -0.02539
N1 3.28697 -0.82412 -0.11504
N2 2.99092 -1.99536 0.03683
O1 1.71365 -2.42182 0.07249
C4 0.54621 -1.51358 -0.18050
H1 0.37394 1.85840 -0.10346
H2 -0.21110 1.00566 1.29902
H3 -1.08294 0.58348 -0.37680
H4 -0.11094 -1.97070 0.50124
H5 0.05177 -1.58986 -1.11816



[6]
Below is C5H7N in the gas phase at a distorted geometry, with properties calculated with ωB97M-V with the def2-TZVPD basis set.

Output
**Net charge**: 0
**Spin multiplicity**: 1
**HOMO**: -8.49 eV
**E_LUMO**: 1.1 eV
**ΔE to the lowest compared entry with this formula, charge and spin**: 325.0 kJ/mol
**Gap between HOMO and LUMO**: 9.541 eV
**SMILES**: Cn1cccc1

Geometry (Å):
C1 -1.96955 0.30991 0.08163
N1 -0.45797 -0.14582 -0.35376
C2 0.19301 -1.13107 0.33769
C3 1.49283 -0.74697 0.46820
C4 1.64440 0.49828 -0.23074
C5 0.43164 0.81984 -0.75806
H1 -2.19588 -0.22867 1.01679
H2 -1.78880 -0.20787 -0.92752
H3 -1.89439 1.37955 0.35682
H4 -0.34974 -2.00637 0.67650
H5 2.24957 -1.28097 1.01942
H6 2.54387 1.08972 -0.31144
H7 0.10102 1.65044 -1.37553